# 1
C4H4N2O as an isolated structure at a distorted geometry. Source: the Open Molecules 2025 dataset; level of theory: wB97M-V/def2-TZVPD.

Computed properties:
- Spin multiplicity: 1
- HOMO: -9.051 eV
- Frontier orbital gap: 9.3 eV

Last column: Mulliken charge in e.
Cartesian coordinates (Å):
H 0.181 2.484 -0.146  0.373
C 1.557 -0.403 -0.214  -0.014
H 0.944 -1.951 0.810  0.256
O -2.146 -1.046 -0.716  -0.450
N 0.588 -1.063 0.365  -0.330
C 0.221 1.371 -0.151  -0.220
H -2.746 0.321 0.651  0.329
C -1.939 -0.132 0.050  -0.005
N 1.373 0.839 -0.611  -0.557
C -0.590 0.370 0.302  0.233
H 2.559 -0.790 -0.339  0.385

=====

# 2
A 2-piece molecular cluster, C4H4N2O overall at a distorted geometry. Source: the Open Molecules 2025 dataset; level of theory: wB97M-V/def2-TZVPD.

Computed properties:
- Spin multiplicity: 1
- HOMO: -8.292 eV
- Frontier orbital gap: 7.8 eV

Last column: Mulliken charge in e.
Cartesian coordinates (Å):
H -3.349 -0.442 -1.623  0.282
N 0.583 0.021 2.480  -0.522
C 2.452 0.517 0.236  -0.172
N -1.792 -0.338 -0.347  -0.020
C -0.170 -0.101 1.590  0.075
C -2.373 -0.289 -1.489  -0.358
C -1.042 -0.382 0.562  0.360
H -1.663 -0.550 -2.334  0.210
H 2.648 1.561 0.189  0.286
O 2.019 -0.193 -0.596  -0.391
H 2.689 0.197 1.332  0.249

=====

# 3
One molecule with the formula C4H4N2O at a distorted geometry. Source: the Open Molecules 2025 dataset; level of theory: wB97M-V/def2-TZVPD.

Computed properties:
- Spin multiplicity: 1
- Structure (SMILES): N#C[C@H]1CN1C=O
- HOMO: -10.569 eV
- Frontier orbital gap: 11.1 eV

Last column: Mulliken charge in e.
Cartesian coordinates (Å):
C -0.950 1.768 0.237  -0.003
N -1.292 2.884 0.054  -0.424
H -0.810 -1.241 -1.180  0.301
C -0.384 -0.289 -0.959  -0.500
N 0.681 -0.020 -0.108  -0.265
C -0.645 0.393 0.268  0.301
O 1.478 -0.980 1.775  -0.478
C 1.441 -1.029 0.567  0.109
H -0.457 0.382 -1.764  0.288
H -1.097 -0.167 1.168  0.306
H 2.035 -1.701 -0.057  0.366

=====

# 4
One molecule with the formula C4H4N2O at a distorted geometry. Source: the Open Molecules 2025 dataset; level of theory: wB97M-V/def2-TZVPD.

Computed properties:
- Spin multiplicity: 1
- Structure (SMILES): N#C/C=C(/N)C=O
- HOMO: -9.044 eV
- Frontier orbital gap: 7.8 eV

Last column: Mulliken charge in e.
Cartesian coordinates (Å):
C 0.614 1.002 0.634  -0.518
H -0.963 -1.728 -0.934  0.151
H 1.186 1.883 0.515  0.395
C 0.183 0.065 -0.315  0.808
N 0.704 -0.217 -1.575  -0.583
N -0.289 0.099 3.005  -0.416
H 0.972 0.725 -2.142  0.318
C -0.828 -0.935 -0.029  -0.112
O -1.526 -1.037 0.999  -0.425
C 0.176 0.820 1.947  0.111
H -0.230 -0.678 -2.105  0.272

=====

# 5
One molecule with the formula C4H4N2O at a distorted geometry. Source: the Open Molecules 2025 dataset; level of theory: wB97M-V/def2-TZVPD.

Computed properties:
- Spin multiplicity: 1
- Structure (SMILES): O=Cc1cnc[nH]1
- HOMO: -9.260 eV
- Frontier orbital gap: 9.2 eV

Last column: Mulliken charge in e.
Cartesian coordinates (Å):
H -0.269 0.051 1.935  0.315
N -0.589 0.332 0.962  -0.262
H 1.983 -1.509 -0.489  0.292
C 1.422 -1.140 0.405  -0.030
N -1.053 1.037 -1.210  -0.438
H -2.529 1.656 0.111  0.308
C -1.471 1.259 -0.008  -0.184
O 1.758 -1.477 1.521  -0.506
C 0.279 -0.243 0.080  0.523
H 0.483 -0.125 -2.112  0.386
C -0.013 0.158 -1.196  -0.406

=====

# 6
One molecule with the formula C4H4N2O. Source: the Open Molecules 2025 dataset; level of theory: wB97M-V/def2-TZVPD.

Computed properties:
- Spin multiplicity: 1
- Structure (SMILES): N=C=C/C=C\N=O
- HOMO (spin up / spin down): -8.894 / -8.895 eV
- Frontier orbital gap (spin up / spin down): 8.3 / 8.3 eV

Last column: Mulliken charge in e.
Cartesian coordinates (Å):
O 0.423 1.583 -0.200  -0.376
C -1.555 0.697 0.177  -0.367
N -0.783 1.791 0.124  -0.214
H 0.428 -2.124 0.248  0.320
N 2.520 -0.074 -0.169  -0.534
C -1.085 -0.614 0.119  0.134
H 3.036 0.562 0.424  0.316
H -2.603 0.880 0.375  0.352
C 1.324 -0.238 -0.053  0.774
H -1.844 -1.383 0.231  0.294
C 0.224 -1.069 0.055  -0.700